Here is a cluster of 3 separate species, C3H12N2O3 in total from the OMol25 dataset. Energies are from the ωB97M-V functional and the def2-TZVPD basis.

CARTESIAN COORDINATES (ANGSTROEM)
1 O 0.70540 3.02302 0.22111
2 C 1.25918 2.00759 0.04850
3 C 0.95596 0.91622 1.17049
4 N -0.36955 0.46669 0.72896
5 C -1.58471 1.24647 0.47575
6 N -1.94427 1.05301 -0.89333
7 H 2.02213 1.73718 -0.72279
8 H 1.07360 1.59353 2.05588
9 H 1.80317 0.22888 1.12106
10 H -0.47078 -0.53042 1.04339
11 H -2.43087 0.79020 0.99867
12 H -1.43225 2.31526 0.70370
13 H -1.11837 1.07951 -1.51220
14 H -2.29027 0.10869 -1.05502
15 H -0.52355 -3.61849 1.74906
16 H -0.14381 -3.73195 0.21293
17 O -0.83327 -3.27596 0.91880
18 H 2.24372 -2.38262 -2.37277
19 H 1.63218 -1.03579 -2.46831
20 O 1.44635 -1.99101 -2.42387

For the energy relative to the best compared isomer or geometry (same formula, charge and spin), the calculation gives 264.38 kJ/mol. As for the charge: -1. The calculation puts the highest occupied orbital energy (spin up / spin down) at 0.715 / -5.056 eV. Its expectation value of S² is 0.7507. Its spin multiplicity is 2. The value obtained for the orbital gap (spin up / spin down) is 2.92 / 8.67 eV.

Here is a structure of composition C14H24N2O from the OMol25 dataset. Energies are from the ωB97M-V functional and the def2-TZVPD basis.

CARTESIAN COORDINATES (ANGSTROEM)
1 C 1.86901 -1.33465 2.50561
2 C 1.45214 -1.39800 0.17572
3 C -0.07763 -2.61344 -0.88604
4 C 0.02993 -1.90905 -2.00220
5 C 2.04478 -0.80857 -0.99519
6 C 3.17744 0.16428 -1.02105
7 C 2.31629 1.61029 -1.21100
8 C 1.62069 2.11328 0.25618
9 C 0.33306 1.58416 0.74364
10 C -0.84229 2.12286 -0.32491
11 C -1.94044 1.15365 -0.87046
12 C -2.76776 0.26577 0.28382
13 C -2.03851 -0.38077 1.47112
14 C -3.13638 -0.94249 -0.55528
15 H 1.63642 -2.52265 2.27191
16 H 0.99162 -0.98793 3.01335
17 H 2.64202 -1.15521 3.13571
18 H -0.89954 -3.42416 -0.82442
19 H -0.53712 -2.23206 -2.90950
20 H 3.90060 -0.00277 -1.85051
21 H 3.70664 0.34235 0.07131
22 H 1.45431 1.31404 -1.97278
23 H 2.81501 2.22707 -1.94160
24 H 1.24747 3.31534 0.17338
25 H 2.43362 2.34225 1.05351
26 H 0.18350 0.48266 1.06728
27 H 0.06286 2.13540 1.75658
28 H -1.31330 2.78049 0.51623
29 H -0.52900 2.71109 -1.11944
30 H -1.42760 0.38413 -1.48837
31 H -2.95445 2.01695 -1.38128
32 H -3.66094 0.77195 0.58905
33 H -0.72320 -0.49696 1.25102
34 H -2.62358 -1.66458 1.61825
35 H -2.07232 0.50439 2.51777
36 H -2.50965 -1.84503 -0.98087
37 H -3.90392 -0.85723 -1.47039
38 H -3.89223 -1.51769 -0.04582
39 N 0.57622 -2.33937 0.30647
40 N 1.17350 -1.01083 -2.06860
41 O 2.18271 -0.89896 1.14181

For the energy relative to the best compared isomer or geometry (same formula, charge and spin), the calculation gives 1117.31 kJ/mol. The calculation puts the highest occupied orbital energy at -8.839 eV. The value obtained for the orbital gap is 9.34 eV.

Here is a structure of composition C4H6S2 from the OMol25 dataset. Energies are from the ωB97M-V functional and the def2-TZVPD basis.

CARTESIAN COORDINATES (ANGSTROEM)
1 C 0.54926 -0.55572 -1.55704
2 C 0.04926 -0.55813 -0.09326
3 C 0.31921 0.59725 0.78914
4 C -1.10622 0.61777 1.39800
5 H 1.48315 -0.94438 -1.63569
6 H 0.63485 0.48776 -1.93235
7 H -0.20591 -1.07914 -2.14828
8 H 0.45154 -1.41156 0.41498
9 H 0.94236 0.48033 1.62919
10 H 0.42989 1.47724 0.25127
11 S -1.79378 1.38768 2.61106
12 S -1.75361 -0.49908 0.27297

For the energy relative to the best compared isomer or geometry (same formula, charge and spin), the calculation gives 68.27 kJ/mol. The calculation puts the highest occupied orbital energy at -8.548 eV. The value obtained for the orbital gap is 8.70 eV.

Here is a cluster of 9 separate species, C16H48F6N8O8P in total from the OMol25 dataset. Energies are from the ωB97M-V functional and the def2-TZVPD basis.

CARTESIAN COORDINATES (ANGSTROEM)
1 P 1.03799 0.09193 -0.29233
2 F 2.44975 0.72113 0.14515
3 F 0.30821 0.89181 0.90456
4 F 0.89059 1.34103 -1.33723
5 F -0.46187 -0.44300 -0.68135
6 F 1.63599 -0.79835 -1.48958
7 F 1.27358 -1.17160 0.68499
8 C -3.73634 -2.81965 -3.16632
9 O -4.28595 -3.87401 -2.88436
10 N -4.13308 -1.99342 -4.19815
11 N -2.69186 -2.29926 -2.45349
12 H -4.85757 -2.31147 -4.81006
13 H -3.88597 -1.02263 -4.06896
14 H -2.15704 -1.53217 -2.80563
15 H -2.46594 -2.79567 -1.60768
16 C -2.27204 1.39945 -3.53452
17 O -3.20397 0.88357 -4.13186
18 N -1.11971 0.74523 -3.19273
19 N -2.23726 2.68872 -3.07152
20 H -0.94628 -0.14537 -3.61941
21 H -0.52816 1.08486 -2.44926
22 H -3.10127 3.19796 -3.09563
23 H -1.44658 3.01289 -2.54973
24 C 3.89029 -3.90971 1.70685
25 O 2.95263 -4.63914 1.96443
26 N 5.19658 -4.29941 1.94585
27 N 3.78584 -2.66765 1.13012
28 H 5.95878 -3.73151 1.62409
29 H 5.40836 -5.13073 2.46014
30 H 2.85850 -2.27949 1.04567
31 H 4.60865 -2.10546 1.25473
32 C 5.15292 -0.44176 -2.72080
33 O 6.30678 -0.64509 -3.07778
34 N 4.58577 -0.97327 -1.60059
35 N 4.28732 0.36264 -3.43356
36 H 5.03894 -1.75438 -1.16810
37 H 3.72884 -0.62198 -1.20647
38 H 4.58852 1.12301 -4.01215
39 H 3.34548 0.44636 -3.08337
40 C -0.24414 4.62878 -0.86933
41 C 0.94912 4.97261 0.02485
42 C 0.89237 4.32954 1.39493
43 O 2.15100 4.52696 -0.62825
44 H -0.10456 3.61701 -1.25230
45 H -0.24203 5.29974 -1.72811
46 H -1.18243 4.68174 -0.31547
47 H 1.01882 6.05677 0.12082
48 H -0.00911 4.57710 1.96473
49 H 1.76655 4.55375 2.00351
50 H 0.83702 3.24009 1.28617
51 H 2.04163 3.57182 -0.71994
52 C -2.35651 -3.63863 1.24929
53 C -0.87654 -3.74664 0.85367
54 C -0.37776 -5.17127 0.83548
55 O -0.67670 -3.22858 -0.47513
56 H -2.49667 -3.35782 2.29664
57 H -2.90324 -4.57158 1.09651
58 H -2.84628 -2.86048 0.65998
59 H -0.30572 -3.10028 1.52786
60 H -0.55408 -5.68824 1.78118
61 H 0.70429 -5.17457 0.70904
62 H -0.90463 -5.68913 0.03381
63 H -0.74471 -2.26685 -0.38966
64 C 2.53835 0.07192 4.27925
65 C 2.45987 1.51913 3.82258
66 C 1.57944 2.39542 4.67925
67 O 3.83893 1.92866 4.00091
68 H 2.40877 0.06521 5.36475
69 H 3.44120 -0.44323 3.97113
70 H 1.69926 -0.52344 3.90034
71 H 2.15141 1.54595 2.77429
72 H 1.72343 2.20972 5.74356
73 H 0.52549 2.16777 4.47200
74 H 1.65851 3.45837 4.44057
75 H 3.88725 2.88907 4.03521
76 C -3.71424 0.49162 0.25377
77 C -5.07794 1.17003 0.33219
78 C -5.26625 2.12717 -0.84595
79 O -6.09568 0.20158 0.33527
80 H -3.66635 -0.27195 1.03356
81 H -2.84047 1.13772 0.40061
82 H -3.46420 0.03252 -0.70922
83 H -5.06714 1.78304 1.23250
84 H -4.75502 3.09009 -0.73961
85 H -6.31833 2.32132 -1.06659
86 H -4.85580 1.77186 -1.80077
87 H -6.08557 -0.28583 -0.49389

For the energy relative to the best compared isomer or geometry (same formula, charge and spin), the calculation gives 0.00 kJ/mol. As for the charge: -1. The calculation puts the highest occupied orbital energy at -7.162 eV. The value obtained for the orbital gap is 9.49 eV.

no.,calculated total energy (hartree)
1,-456.616966
2,-732.189982
3,-952.343391
4,-2619.453198